Here is C30H46CeCl2N3OP as an isolated structure in a non-equilibrium geometry from the OMol25 dataset. Energies are from ωB97M-V with the def2-TZVPD basis set.

- Orbital gap (spin up / spin down): 0.131 / 0.133 Eh
- F_max: 2.8 eV Å⁻¹
- 2S+1: 2
- Net charge: -1
- Expectation value of S²: 0.75

```
84
Properties=species:S:1:pos:R:3:mulliken_charge:R:1
P -0.362 0.717 -1.032 0.066
C -2.001 0.231 -1.770 0.189
C -2.479 1.066 -2.963 -0.390
C -3.926 0.686 -3.308 -0.938
C -4.102 -0.817 -3.551 -0.724
C -3.531 -1.658 -2.406 -0.894
C -2.085 -1.271 -2.074 -0.281
C 1.016 0.114 -2.142 -0.021
C 0.937 0.497 -3.620 -0.737
C 2.270 0.134 -4.294 -0.829
C 2.646 -1.338 -4.093 -0.787
C 2.611 -1.760 -2.621 -0.704
C 1.283 -1.390 -1.959 0.238
C -0.292 2.582 -1.104 0.110
C -1.435 3.220 -0.296 -0.245
C -1.411 4.752 -0.382 -0.952
C -0.051 5.347 -0.001 -0.669
C 1.102 4.681 -0.761 -0.945
C 1.073 3.145 -0.676 -0.128
H -2.675 0.436 -0.914 0.624
H -1.824 0.888 -3.831 0.108
H -2.432 2.141 -2.742 0.241
H -4.252 1.254 -4.185 0.397
H -4.573 0.987 -2.473 0.373
H -5.166 -1.045 -3.679 0.393
H -3.600 -1.092 -4.489 0.320
H -4.147 -1.508 -1.509 0.371
H -3.575 -2.723 -2.658 0.410
H -1.728 -1.862 -1.219 -0.255
H -1.440 -1.506 -2.936 0.200
H 1.882 0.633 -1.694 0.567
H 3.060 0.765 -3.864 0.358
H 0.736 1.573 -3.744 0.210
H 0.114 -0.044 -4.114 0.249
H 2.217 0.368 -5.362 0.412
H 3.645 -1.523 -4.504 0.427
H 1.948 -1.967 -4.663 0.294
H 2.778 -2.840 -2.530 0.412
H 3.424 -1.259 -2.075 0.349
H 1.307 -1.652 -0.893 -1.094
H 0.470 -1.972 -2.416 0.349
H -0.441 2.782 -2.177 0.571
H -2.419 2.854 -0.625 0.278
H -1.354 2.916 0.759 -0.073
H -1.653 5.046 -1.412 0.354
H -2.195 5.161 0.267 0.390
H 0.110 5.236 1.080 0.272
H -0.053 6.424 -0.206 0.395
H 2.061 5.044 -0.373 0.415
H 1.048 4.974 -1.818 0.361
H 1.883 2.738 -1.298 0.134
H 1.313 2.836 0.358 -0.068
Ce 0.334 0.409 1.886 0.117
Cl 2.796 0.408 0.907 -0.529
Cl -2.255 0.809 1.967 -0.497
C -0.299 -1.703 1.334 -0.407
H -1.385 -1.678 1.113 0.143
C 0.280 -3.008 1.270 0.799
C 1.707 -3.141 1.299 -0.283
C 2.322 -4.384 1.271 -0.756
C 1.550 -5.556 1.211 -0.430
C 0.149 -5.463 1.158 -0.539
C -0.484 -4.224 1.166 -0.608
H 2.294 -2.215 1.330 0.107
H 3.411 -4.438 1.293 0.347
H -0.439 -6.384 1.105 0.335
H -1.573 -4.149 1.094 0.312
H 2.051 -6.529 1.200 0.320
C 2.751 1.529 6.188 -1.079
N 1.616 0.651 5.869 0.144
C 1.188 -0.294 6.772 -0.263
C 0.174 -1.156 6.442 -1.044
C -0.347 -1.151 5.130 0.897
N 0.168 -0.282 4.231 0.034
C 1.047 0.678 4.634 0.496
O 1.356 1.565 3.768 -0.691
N -1.321 -1.949 4.672 -0.243
H 3.030 2.077 5.290 0.334
H 3.598 0.923 6.535 0.357
H 2.490 2.239 6.983 0.332
H 1.718 -0.266 7.724 0.440
H -0.210 -1.873 7.159 0.347
H -1.773 -2.620 5.272 0.229
H -1.674 -1.828 3.719 0.174
```

***

Here is C3H2ClNO3 in the gas phase in a non-equilibrium geometry from the OMol25 dataset. Energies are from ωB97M-V with the def2-TZVPD basis set.

- SMILES: C=C(C(=O)Cl)[N+](=O)[O-]
- Orbital gap: 0.376 Eh
- F_max: 3.0 eV Å⁻¹
- ΔE to the lowest compared entry with this formula, charge and spin: 42.2 kcal per mole

```
10
Properties=species:S:1:pos:R:3:mulliken_charge:R:1
C 0.076 -0.003 0.104 -0.660
C 1.293 -0.502 0.036 0.212
C 2.679 0.226 -0.014 0.635
O 3.745 -0.259 0.091 -0.375
Cl 2.457 1.910 0.036 -0.176
N 1.407 -1.994 0.032 0.912
O 2.346 -2.365 -0.586 -0.519
O 0.591 -2.608 0.638 -0.564
H -0.859 -0.550 0.121 0.321
H -0.023 1.112 0.021 0.214
```

***

Here is C23H20ClGdNO3P as an isolated structure in a non-equilibrium geometry from the OMol25 dataset. Energies are from ωB97M-V with the def2-TZVPD basis set.

- Orbital gap (spin up / spin down): 0.100 / 0.186 Eh
- F_max: 4.5 eV Å⁻¹
- 2S+1: 8
- Expectation value of S²: 15.87

```
50
Properties=species:S:1:pos:R:3:mulliken_charge:R:1
C 2.537 0.565 -1.263 -0.862
C 1.324 -0.220 -1.557 -0.258
C 0.282 0.735 -1.858 0.160
H 1.287 -1.307 -1.666 0.460
C 0.789 2.041 -1.717 -1.303
C 2.189 1.943 -1.431 -0.193
H 2.901 2.766 -1.408 0.407
H 3.528 0.152 -1.020 0.395
H -0.666 0.464 -2.280 0.592
H 0.276 2.950 -1.891 0.404
Gd 1.092 1.079 0.668 1.267
Cl -1.140 2.173 0.786 -0.492
P -2.149 -1.683 -0.433 0.734
C -3.172 -1.053 -1.767 -0.016
C -3.675 -1.825 -2.839 0.050
H -3.491 -2.898 -2.885 0.439
C -4.426 -1.240 -3.856 -0.604
H -4.777 -1.831 -4.706 0.392
C -4.739 0.140 -3.822 -0.455
H -5.298 0.605 -4.637 0.375
C -4.288 0.900 -2.737 -0.576
H -4.541 1.977 -2.676 0.373
C -3.503 0.319 -1.741 -0.279
H -3.135 0.954 -0.929 0.227
C -1.463 -3.252 -0.973 0.325
C -0.812 -3.348 -2.211 -0.315
H -0.788 -2.501 -2.894 0.606
C -0.230 -4.547 -2.643 -0.761
H 0.249 -4.610 -3.633 0.365
C -0.234 -5.673 -1.807 -0.462
H 0.292 -6.590 -2.098 0.362
C -0.858 -5.587 -0.543 -0.600
H -0.836 -6.460 0.126 0.378
C -1.473 -4.402 -0.141 -0.569
H -2.009 -4.387 0.813 0.360
C -3.264 -1.971 0.945 0.217
C -4.605 -2.305 0.752 -0.348
H -5.026 -2.383 -0.242 0.367
C -5.443 -2.569 1.853 -0.502
H -6.497 -2.841 1.697 0.367
C -4.949 -2.482 3.169 -0.667
H -5.607 -2.681 4.016 0.363
C -3.612 -2.099 3.365 -0.412
H -3.221 -2.020 4.382 0.378
C -2.800 -1.818 2.285 -0.324
H -1.777 -1.482 2.469 0.240
O 3.666 2.549 3.366 -0.506
N 3.032 2.000 2.481 1.056
O 3.315 2.034 1.186 -0.573
O 1.925 1.283 2.764 -0.585
```

***

Here is C23H34N3ORh as an isolated structure from the OMol25 dataset. Energies are from ωB97M-V with the def2-TZVPD basis set.

- Orbital gap (spin up / spin down): 0.240 / 0.240 Eh
- F_max: 0.3 eV Å⁻¹
- ΔE to the lowest compared entry with this formula, charge and spin: 0.0 kcal per mole
- Net charge: +2

```
62
Properties=species:S:1:pos:R:3:mulliken_charge:R:1
Rh -0.088 -0.079 -0.095 -0.605
C -0.983 -0.159 3.539 -1.390
C -1.455 1.131 2.865 0.247
C -2.264 0.951 1.585 -0.698
C -0.360 2.167 2.702 0.556
C -0.537 3.380 3.348 -1.049
C 0.411 4.387 3.261 -1.568
C 1.531 4.202 2.478 -0.597
C 1.747 3.020 1.772 0.999
C 2.976 2.970 0.875 0.584
C 3.014 4.164 -0.084 -1.550
C 4.273 2.939 1.693 -1.620
C 0.809 1.975 1.935 0.297
N 1.059 0.702 1.330 1.055
C 2.279 0.170 1.287 -1.405
C 2.580 -0.737 0.292 0.932
C 3.677 -1.485 -0.177 -1.576
C 3.269 -2.110 -1.344 -0.728
C 1.917 -1.767 -1.585 -0.134
N 1.548 -0.943 -0.613 0.786
C 0.941 -2.262 -2.618 2.151
C -0.295 -1.353 -2.656 -1.325
C 0.517 -3.689 -2.234 -1.646
C 1.598 -2.272 -4.002 -1.722
H -1.832 -0.802 3.779 0.459
H -0.482 0.083 4.476 0.348
H -0.271 -0.715 2.933 0.133
H -2.179 1.573 3.554 0.538
H -1.666 0.598 0.705 0.135
H -2.673 1.897 1.235 0.428
H -3.073 0.227 1.692 0.445
H -1.425 3.531 3.948 0.466
H 0.266 5.316 3.795 0.414
H 2.257 5.000 2.401 0.395
H 2.935 2.076 0.250 0.129
H 3.202 5.099 0.443 0.402
H 2.070 4.279 -0.616 0.197
H 3.816 4.036 -0.812 0.432
H 4.379 3.858 2.270 0.389
H 5.137 2.859 1.034 0.439
H 4.312 2.114 2.407 0.347
H 2.994 0.485 2.036 0.644
H 4.648 -1.547 0.289 0.562
H 3.855 -2.777 -1.955 0.568
H -0.849 -1.354 -1.681 0.275
H -1.034 -1.736 -3.360 0.534
H -0.047 -0.336 -2.954 0.248
H -0.019 -3.703 -1.283 0.313
H 1.384 -4.343 -2.148 0.396
H -0.139 -4.099 -3.003 0.450
H 1.994 -1.291 -4.266 0.392
H 0.869 -2.565 -4.758 0.438
H 2.415 -2.991 -4.037 0.409
O -0.468 -1.907 0.889 -0.488
H 0.167 -2.324 1.489 0.344
H -1.355 -2.076 1.238 0.356
C 0.582 3.700 -2.567 -1.392
C 0.382 2.490 -1.793 0.709
N 0.217 1.542 -1.177 -0.040
H -0.188 3.765 -3.336 0.425
H 1.566 3.667 -3.035 0.353
H 0.513 4.567 -1.911 0.411
```

***

F_max of number 3 (C23H20ClGdNO3P)?
4.5 eV Å⁻¹

***

Which of these has the highest F_max?
C23H20ClGdNO3P

***

Look up the F_max of the first one.
2.8 eV Å⁻¹